{
  "formula": "C7H4F2N2",
  "method": "wB97M-V/def2-TZVPD",
  "e_lumo_ev": [-1.7, -0.4],
  "species": ["C", "C", "C", "C", "C", "C", "C", "N", "N", "F", "F", "H", "H", "H", "H"],
  "positions_angstrom": [[-1.95, 0.24, 2.15], [1.32, -0.10, 2.70], [-0.65, 0.32, -0.06], [0.65, -0.52, 0.19], [-0.76, 0.63, 1.43], [0.45, -0.23, 1.63], [-0.41, 2.15, 1.71], [-2.97, 0.08, 2.64], [2.13, -0.21, 3.52], [0.38, 2.72, 0.76], [-0.20, 2.69, 2.90], [-0.37, 1.18, -0.61], [-1.47, -0.03, -0.65], [0.75, -1.53, 0.02], [1.64, -0.13, -0.07]]
}



{
  "formula": "CH5Cl3Si2",
  "method": "wB97M-V/def2-TZVPD",
  "e_lumo_ev": 0.4,
  "smiles": "C[Si](Cl)(Cl)[SiH2]Cl",
  "species": ["C", "Si", "Cl", "Cl", "Si", "Cl", "H", "H", "H", "H", "H"],
  "positions_angstrom": [[-1.60, 0.60, -1.05], [0.33, 0.23, -0.76], [0.94, -1.33, -1.91], [1.56, 1.83, -1.27], [1.05, -0.61, 1.71], [2.91, -1.32, 1.75], [-2.20, 0.34, -0.17], [-1.88, 1.63, -1.49], [-2.08, -0.13, -1.79], [0.99, 0.41, 2.86], [0.00, -1.65, 2.11]]
}



{
  "formula": "C37H28F9N3OP2PdS3",
  "method": "wB97M-V/def2-TZVPD",
  "e_lumo_ev": [4.3, 4.3],
  "charge": -2,
  "species": ["Pd", "C", "N", "P", "C", "C", "C", "C", "C", "C", "C", "C", "C", "C", "C", "C", "P", "C", "C", "C", "C", "C", "C", "C", "C", "C", "C", "C", "C", "H", "H", "H", "H", "H", "H", "H", "H", "H", "H", "H", "H", "H", "H", "H", "H", "H", "H", "H", "H", "H", "H", "H", "F", "C", "F", "F", "C", "O", "C", "F", "F", "F", "C", "F", "F", "F", "S", "C", "S", "C", "N", "N", "C", "C", "C", "C", "C", "C", "S", "H", "H", "H", "H", "H"],
  "positions_angstrom": [[2.48, -20.68, -7.44], [0.68, -24.56, -5.94], [1.86, -23.91, -6.49], [3.16, -23.70, -5.30], [3.86, -25.35, -4.94], [3.44, -26.60, -5.45], [4.00, -27.76, -4.92], [5.03, -27.69, -4.03], [5.35, -26.47, -3.45], [4.73, -25.30, -3.91], [4.73, -23.13, -6.15], [5.69, -23.97, -6.72], [6.91, -23.43, -7.16], [7.24, -22.12, -6.96], [6.31, -21.28, -6.27], [5.04, -21.77, -5.97], [1.88, -22.78, -7.85], [2.66, -23.69, -9.18], [2.61, -23.45, -10.59], [3.21, -24.29, -11.51], [4.04, -25.31, -11.07], [4.08, -25.63, -9.74], [3.46, -24.81, -8.79], [0.10, -22.63, -8.37], [-0.55, -23.10, -9.54], [-1.74, -22.40, -9.98], [-2.34, -21.40, -9.20], [-1.87, -21.15, -7.93], [-0.61, -21.73, -7.56], [0.93, -25.51, -5.42], [-0.03, -24.74, -6.74], [0.21, -23.90, -5.19], [2.72, -26.68, -6.26], [3.63, -28.70, -5.34], [5.49, -28.61, -3.62], [6.16, -26.40, -2.71], [4.87, -24.38, -3.40], [5.54, -25.02, -6.95], [7.64, -24.08, -7.68], [8.24, -21.84, -7.23], [6.72, -20.33, -5.90], [4.25, -21.17, -5.41], [2.06, -22.63, -10.98], [3.08, -24.11, -12.57], [4.63, -25.87, -11.84], [4.69, -26.47, -9.41], [3.48, -25.15, -7.76], [-0.17, -23.96, -10.03], [-2.15, -22.56, -10.97], [-3.23, -20.95, -9.65], [-2.39, -20.48, -7.21], [-0.19, -21.51, -6.57], [4.17, -18.95, -4.39], [2.84, -18.55, -4.61], [2.63, -17.61, -3.72], [2.80, -18.06, -5.87], [1.82, -19.78, -4.49], [2.12, -20.81, -5.33], [1.89, -20.35, -3.05], [1.11, -21.48, -2.95], [1.49, -19.55, -2.12], [3.15, -20.70, -2.70], [0.37, -19.29, -4.80], [0.12, -18.09, -4.24], [-0.60, -20.10, -4.45], [0.23, -19.06, -6.17], [8.17, -20.59, -10.56], [6.56, -20.16, -10.53], [5.31, -21.28, -10.37], [4.12, -19.96, -10.12], [4.68, -18.80, -10.34], [6.00, -18.89, -10.58], [6.69, -17.61, -10.48], [6.28, -16.49, -11.21], [6.47, -15.29, -10.61], [7.12, -15.10, -9.42], [7.66, -16.20, -8.82], [7.65, -17.43, -9.47], [2.46, -20.27, -9.72], [5.64, -16.61, -12.09], [6.02, -14.42, -11.10], [7.25, -14.10, -8.99], [8.13, -16.12, -7.80], [8.30, -18.29, -9.26]]
}



{
  "formula": "C36H90N6",
  "method": "wB97M-V/def2-TZVPD",
  "e_lumo_ev": 0.6,
  "smiles": "CCN(CC)CC.CCN(CC)CC.CCN(CC)CC.CCN(CC)CC.CCN(CC)CC.CCN(CC)CC",
  "species": ["C", "C", "N", "C", "C", "C", "C", "H", "H", "H", "H", "H", "H", "H", "H", "H", "H", "H", "H", "H", "H", "H", "C", "C", "N", "C", "C", "C", "C", "H", "H", "H", "H", "H", "H", "H", "H", "H", "H", "H", "H", "H", "H", "H", "C", "C", "N", "C", "C", "C", "C", "H", "H", "H", "H", "H", "H", "H", "H", "H", "H", "H", "H", "H", "H", "H", "C", "C", "N", "C", "C", "C", "C", "H", "H", "H", "H", "H", "H", "H", "H", "H", "H", "H", "H", "H", "H", "H", "C", "C", "N", "C", "C", "C", "C", "H", "H", "H", "H", "H", "H", "H", "H", "H", "H", "H", "H", "H", "H", "H", "C", "C", "N", "C", "C", "C", "C", "H", "H", "H", "H", "H", "H", "H", "H", "H", "H", "H", "H", "H", "H", "H"],
  "positions_angstrom": [[13.05, 22.24, 22.91], [14.45, 21.57, 22.96], [14.47, 20.14, 22.65], [13.69, 19.72, 21.44], [14.17, 20.30, 20.12], [15.73, 19.49, 22.85], [15.55, 18.19, 23.62], [13.07, 23.33, 23.04], [12.44, 21.69, 23.64], [12.60, 22.17, 21.94], [15.16, 22.05, 22.24], [14.96, 21.67, 23.89], [13.77, 18.62, 21.34], [12.62, 19.92, 21.64], [15.25, 19.98, 20.18], [13.66, 19.86, 19.25], [13.99, 21.37, 20.04], [16.43, 20.16, 23.35], [16.24, 19.29, 21.90], [16.49, 17.63, 23.73], [14.80, 17.60, 23.10], [15.12, 18.32, 24.67], [23.42, 19.56, 21.14], [21.96, 19.88, 21.22], [21.40, 20.24, 19.92], [21.06, 19.14, 19.07], [20.97, 19.56, 17.59], [20.40, 21.31, 20.13], [18.93, 20.90, 20.59], [23.69, 18.94, 20.27], [23.81, 18.87, 21.86], [24.03, 20.49, 21.01], [21.45, 19.03, 21.67], [21.80, 20.67, 21.92], [21.88, 18.42, 19.16], [20.24, 18.51, 19.29], [20.17, 20.29, 17.53], [21.92, 19.90, 17.19], [20.69, 18.64, 17.10], [20.31, 21.88, 19.17], [20.97, 22.07, 20.68], [18.28, 21.75, 20.85], [18.96, 20.22, 21.46], [18.63, 20.30, 19.74], [9.61, 18.68, 17.25], [9.86, 17.21, 17.58], [9.48, 16.79, 18.95], [10.14, 17.53, 20.06], [9.30, 17.63, 21.36], [9.56, 15.40, 19.24], [8.30, 14.61, 18.71], [10.18, 19.42, 17.82], [8.57, 18.94, 17.42], [9.83, 18.88, 16.18], [9.29, 16.51, 16.93], [10.94, 16.94, 17.36], [11.06, 17.02, 20.28], [10.32, 18.57, 19.74], [8.31, 18.03, 21.16], [9.36, 16.73, 21.91], [9.84, 18.35, 21.95], [9.72, 15.25, 20.31], [10.45, 14.91, 18.77], [7.37, 14.92, 19.13], [8.35, 13.51, 18.64], [8.27, 14.91, 17.64], [14.43, 17.18, 11.29], [13.20, 17.05, 12.20], [12.08, 16.31, 11.64], [11.36, 17.22, 10.75], [10.43, 16.35, 9.90], [11.25, 15.86, 12.72], [10.63, 17.00, 13.63], [14.72, 16.16, 11.05], [15.26, 17.77, 11.73], [14.16, 17.66, 10.38], [13.55, 16.46, 13.01], [12.86, 18.01, 12.69], [10.90, 18.06, 11.30], [12.17, 17.69, 10.16], [9.52, 15.93, 10.55], [9.92, 17.02, 9.11], [11.02, 15.59, 9.41], [11.97, 15.21, 13.27], [10.44, 15.23, 12.34], [10.01, 16.63, 14.44], [10.12, 17.79, 13.04], [11.42, 17.44, 14.20], [13.94, 13.75, 19.83], [13.62, 15.19, 19.56], [14.81, 15.95, 19.11], [14.42, 17.21, 18.48], [13.92, 17.01, 17.03], [15.69, 16.18, 20.22], [17.03, 16.79, 19.76], [13.11, 13.32, 20.36], [14.84, 13.57, 20.46], [14.07, 13.31, 18.84], [12.85, 15.26, 18.71], [13.24, 15.70, 20.46], [13.61, 17.69, 19.08], [15.27, 17.94, 18.37], [14.81, 16.81, 16.43], [13.17, 16.20, 17.00], [13.56, 17.97, 16.63], [15.93, 15.21, 20.82], [15.16, 16.90, 20.78], [17.46, 16.22, 18.99], [17.73, 16.70, 20.60], [17.05, 17.93, 19.55], [16.31, 12.16, 16.16], [15.13, 11.79, 15.32], [14.02, 12.73, 15.19], [14.40, 14.10, 14.76], [15.19, 14.25, 13.47], [13.16, 12.78, 16.40], [11.76, 13.41, 16.11], [16.93, 11.31, 16.45], [15.87, 12.45, 17.11], [16.81, 13.01, 15.74], [15.56, 11.54, 14.27], [14.59, 10.92, 15.76], [13.38, 14.50, 14.54], [14.78, 14.76, 15.55], [14.57, 13.79, 12.69], [15.45, 15.30, 13.33], [16.10, 13.68, 13.58], [13.73, 13.27, 17.17], [12.91, 11.74, 16.74], [11.82, 14.47, 15.91], [11.07, 13.14, 16.94], [11.38, 12.95, 15.18]]
}



{
  "formula": "C4H4FNOS",
  "method": "wB97M-V/def2-TZVPD",
  "e_lumo_ev": -0.2,
  "smiles": "Cn1sc(F)cc1=O",
  "species": ["C", "N", "S", "C", "F", "C", "C", "O", "H", "H", "H", "H"],
  "positions_angstrom": [[0.16, 1.90, 0.55], [0.20, 0.47, 0.32], [0.21, -0.57, 1.65], [-0.13, -2.25, 0.23], [-0.28, -3.50, 0.63], [-0.12, -1.57, -0.87], [-0.02, -0.03, -0.95], [-0.13, 0.75, -1.89], [-0.87, 2.40, 0.68], [0.72, 2.09, 1.51], [0.64, 2.41, -0.18], [-0.39, -2.11, -1.69]]
}



Number 1: molecular weight 154.12 g/mol. Number 2: molecular weight 179.58 g/mol. Number 3: molecular weight 966.20 g/mol. Number 4: molecular weight 607.16 g/mol. Number 5: molecular weight 133.15 g/mol.